# 1
13
Properties=species:S:1:pos:R:3:mulliken_charge:R:1 method="wB97M-V/def2-TZVPD" homo_ev="-7.09 / -7.25" lumo_energy_ha="0.0085 / -0.0018" total_charge=0 de_lowest_ev=4.304 e_tot_ha=-990.3068
C -0.106 -0.741 1.054 -0.027
C -0.550 0.388 0.609 -0.102
C 0.540 -0.081 -1.803 0.212
C 0.620 -1.837 0.306 -0.510
C -0.688 1.774 0.308 -0.643
S 0.313 1.195 -2.714 -0.347
S 0.890 -1.670 -1.518 -0.093
H -0.459 -1.013 2.106 0.263
H 1.523 -1.859 0.786 0.374
H 0.057 -2.766 0.259 0.360
H -1.759 2.066 0.571 0.236
H -0.346 2.120 -0.767 0.006
H -0.035 2.423 0.803 0.271



# 2
13
Properties=species:S:1:pos:R:3:mulliken_charge:R:1 method="wB97M-V/def2-TZVPD" homo_ev="-6.93 / -7.24" lumo_energy_ha="0.0088 / -0.0050" total_charge=0 de_lowest_ev=4.528 e_tot_ha=-990.2986
C 0.260 0.896 -0.019 -0.184
C 0.009 -0.361 -0.059 0.120
C -2.660 -0.061 -0.058 0.478
C -0.738 2.006 0.418 -0.701
C 0.126 -1.744 -0.140 -0.668
S -3.195 -1.511 -0.159 -0.411
S -2.607 1.492 -0.036 -0.208
H 1.193 1.501 -0.223 0.272
H -0.723 2.303 1.485 0.341
H -0.596 2.712 -0.286 0.434
H 0.244 -2.154 -1.190 0.274
H -0.995 -2.172 -0.060 -0.025
H 0.968 -2.088 0.528 0.277



# 3
14
Properties=species:S:1:pos:R:3:mulliken_charge:R:1 method="wB97M-V/def2-TZVPD" homo_ev=-8.71 lumo_energy_ha=-0.0545 total_charge=0 de_lowest_ev=1.412 e_tot_ha=-1388.6239 smiles="C/C=C/C(=S)C(=S)S"
C -2.192 -0.641 -1.300 -1.115
C -1.009 0.167 -0.847 -0.126
C 0.046 -0.354 -0.248 -0.244
C 1.152 0.480 0.289 0.194
S 1.451 1.967 -0.243 -0.198
C 2.059 -0.148 1.368 0.311
S 2.483 -1.705 1.239 -0.249
S 2.641 0.910 2.625 -0.161
H -2.281 -0.646 -2.404 0.296
H -3.054 -0.167 -0.834 0.308
H -2.147 -1.716 -0.970 0.295
H -1.152 1.258 -0.966 0.289
H 0.075 -1.437 -0.054 0.233
H 1.925 2.031 2.344 0.167



# 4
13
Properties=species:S:1:pos:R:3:lowdin_spin:R:1 method="wB97M-V/def2-TZVPD" homo_ev="-7.01 / -9.36" multiplicity=3 lumo_energy_ha="0.0403 / -0.1369" total_charge=0 de_lowest_ev=1.442 e_tot_ha=-2768.4840 s_squared=2.006
C -0.712 -0.711 0.051 0.027
C -0.655 0.803 0.123 0.025
C 0.625 -0.744 -0.547 0.074
C 0.732 0.764 -0.450 0.063
C 1.603 -0.074 0.382 0.616
Br 3.952 -0.238 0.008 1.149
H -0.876 -1.130 1.055 0.003
H -1.356 -1.084 -0.657 0.005
H -1.495 1.464 -0.390 0.006
H -0.640 1.241 1.189 0.002
H 1.022 -1.551 -1.111 0.007
H 1.189 1.306 -1.239 0.007
H 1.465 -0.217 1.513 0.016



# 5
17
Properties=species:S:1:pos:R:3:mulliken_charge:R:1 method="wB97M-V/def2-TZVPD" homo_ev=-8.82 lumo_energy_ha=0.0215 total_charge=0 de_lowest_ev=0.998 e_tot_ha=-3434.0346 smiles="COC1=NO[C@@](C)(Br)[C@@H]1Cl"
C 1.518 1.270 -2.572 -0.627
O 1.393 0.252 -1.628 -0.352
C 0.415 0.336 -0.656 0.380
N -0.429 1.280 -0.547 -0.282
O -1.295 1.028 0.380 -0.322
C -1.153 -0.642 0.934 0.548
C -1.254 -0.690 2.374 -1.301
Br -2.284 -1.553 -0.124 -0.027
C 0.281 -0.811 0.352 -0.095
Cl 1.578 -0.645 1.647 -0.230
H 0.656 1.144 -3.289 0.242
H 2.454 0.954 -3.074 0.209
H 1.341 2.170 -1.940 0.329
H -2.203 -0.383 2.889 0.308
H -0.332 -0.256 2.848 0.338
H -1.199 -1.728 2.608 0.432
H 0.511 -1.727 -0.201 0.449



# 6
17
Properties=species:S:1:pos:R:3:lowdin_spin:R:1 method="wB97M-V/def2-TZVPD" homo_ev="-6.40 / -9.15" multiplicity=3 lumo_energy_ha="0.0248 / -0.0538" total_charge=0 e_tot_ha=-3433.9360 s_squared=2.038
C -1.722 0.208 -0.009 0.034
C -2.340 -0.767 -0.728 0.399
C 0.953 -1.302 -0.324 0.569
C 2.224 -1.746 -0.956 0.078
C -1.897 2.067 1.446 0.002
N -0.441 0.644 -0.140 0.373
O 0.614 -0.069 -0.473 0.270
O -2.502 0.977 0.788 -0.022
Cl -4.043 -0.950 -0.673 0.124
Br -0.112 -2.576 0.588 0.116
H -1.833 -1.390 -1.443 0.013
H 2.976 -0.967 -0.863 0.011
H 2.069 -1.941 -2.020 0.029
H 2.572 -2.662 -0.488 0.002
H -2.709 2.564 1.972 0.000
H -1.434 2.749 0.732 -0.001
H -1.140 1.732 2.160 0.002



# 7
16
Properties=species:S:1:pos:R:3:lowdin_spin:R:1 method="wB97M-V/def2-TZVPD" homo_ev="-11.93 / -13.39" multiplicity=3 lumo_energy_ha="-0.1593 / -0.3384" total_charge=+1 de_lowest_ev=1.755 e_tot_ha=-3175.5072 s_squared=2.045
C -1.029 0.612 -1.040 0.113
C 0.226 0.166 -1.136 -0.017
C -0.722 1.059 1.313 0.216
C -1.604 1.147 0.160 0.013
C 1.056 0.478 0.018 0.293
N 0.540 0.820 1.180 0.125
N 1.217 -2.363 0.180 0.047
Br -1.575 3.385 0.069 0.415
I 3.138 0.484 -0.036 0.777
H -1.684 0.566 -1.827 0.007
H 0.635 -0.110 -2.164 0.000
H -1.129 0.987 2.412 0.002
H -2.671 0.930 0.186 0.007
H 0.637 -2.761 -0.506 0.001
H 0.736 -2.761 1.067 0.002
H 2.229 -2.641 0.124 0.000



# 8
17
Properties=species:S:1:pos:R:3:mulliken_charge:R:1 method="wB97M-V/def2-TZVPD" homo_ev="-8.07 / -8.16" lumo_energy_ha="-0.0381 / -0.0210" total_charge=0 de_lowest_ev=1.561 e_tot_ha=-3392.5236
C -0.566 1.478 0.279 0.915
C -3.066 -0.469 0.674 0.117
C 0.082 -1.476 -0.348 -0.844
C 0.980 -0.275 -0.089 -0.246
C -1.030 2.483 1.178 -0.451
O -1.013 1.413 -0.866 -0.640
O -1.960 3.321 0.737 -0.492
O 0.388 0.675 0.793 -0.409
S -3.308 -1.787 1.503 -0.158
Br -3.598 0.155 -0.953 0.023
H -0.184 -1.960 0.588 0.219
H -0.823 -1.155 -0.856 0.161
H 0.605 -2.187 -0.983 0.377
H 1.223 0.221 -1.036 0.296
H 1.900 -0.578 0.415 0.324
H -0.696 2.601 2.190 0.441
H -2.149 3.060 -0.189 0.367



# 9
13
Properties=species:S:1:pos:R:3:mulliken_charge:R:1 method="wB97M-V/def2-TZVPD" homo_ev=-8.90 lumo_energy_ha=0.0435 total_charge=0 de_lowest_ev=0.864 e_tot_ha=-654.8587 smiles="Cl/C=C/C1CC1"
Cl -2.968 -1.438 -1.709 -0.197
C -1.468 -1.406 -0.862 -0.417
C -0.876 -0.278 -0.502 -0.191
C 0.403 -0.229 0.216 0.035
C 1.356 0.905 -0.067 -0.584
C 0.631 0.858 1.236 -0.576
H -1.069 -2.386 -0.655 0.333
H -1.330 0.674 -0.739 0.256
H 0.837 -1.199 0.425 0.361
H 1.054 1.643 -0.793 0.249
H 2.412 0.685 -0.082 0.241
H 1.183 0.604 2.127 0.240
H -0.166 1.566 1.404 0.250



# 10
13
Properties=species:S:1:pos:R:3:mulliken_charge:R:1 method="wB97M-V/def2-TZVPD" homo_ev=-9.76 lumo_energy_ha=0.0355 total_charge=0 de_lowest_ev=3.041 e_tot_ha=-654.7787
C -1.009 -1.029 -1.005 -0.616
C 1.381 1.569 -0.881 -0.515
C -0.475 -0.451 0.020 0.272
C 1.238 0.460 -0.246 0.163
C -0.834 -0.492 1.501 -1.087
Cl 2.472 -0.368 0.643 -0.192
H -2.022 -1.535 -0.862 0.223
H -0.828 -1.082 -2.077 0.312
H 2.412 2.063 -0.996 0.247
H 0.517 2.028 -1.562 0.224
H -0.177 -1.165 1.993 0.293
H -1.883 -0.623 1.713 0.399
H -0.791 0.623 1.759 0.277



# 11
13
Properties=species:S:1:pos:R:3:lowdin_spin:R:1 method="wB97M-V/def2-TZVPD" homo_ev="-6.99 / -9.61" multiplicity=3 lumo_energy_ha="0.0386 / -0.0396" total_charge=0 de_lowest_ev=1.564 e_tot_ha=-654.6733 s_squared=2.047
C -1.124 1.872 -0.028 0.492
C 2.271 -1.504 0.181 0.088
C -1.402 0.550 0.332 0.035
C 1.414 -0.555 0.015 0.660
C -1.336 -0.606 -0.434 0.378
Cl 1.359 1.062 -0.173 0.206
H -1.462 2.718 0.518 0.031
H -0.958 2.115 -1.000 0.026
H 3.331 -1.246 0.285 0.038
H 2.228 -2.563 0.299 0.012
H -1.620 0.324 1.371 -0.007
H -1.684 -1.518 0.058 0.020
H -1.017 -0.648 -1.425 0.023



# 12
34
Properties=species:S:1:pos:R:3:mulliken_charge:R:1 method="wB97M-V/def2-TZVPD" homo_ev=-6.74 lumo_energy_ha=0.0753 total_charge=-1 e_tot_ha=-7074.2924
O 2.579 -1.692 1.444 -0.325
N 2.634 -0.915 0.583 0.330
O 1.974 0.317 0.964 -0.289
C 0.921 0.554 0.022 0.015
S -0.394 1.522 0.829 1.292
O -0.806 2.420 -0.229 -0.734
O 0.193 2.098 2.007 -0.774
N -1.526 0.531 1.263 -0.479
S -2.357 -0.257 0.178 0.828
O -1.740 -1.528 -0.147 -0.665
O -3.751 -0.287 0.539 -0.656
H 0.537 -0.403 -0.336 -0.054
H 1.273 1.167 -0.811 0.302
H -2.254 0.489 -0.947 0.139
C 0.499 5.260 2.590 0.726
Cl -1.080 6.022 2.798 -0.149
Cl 1.356 5.967 1.217 -0.154
Cl 1.462 5.416 4.066 -0.156
H 0.349 4.204 2.391 -0.225
C 0.932 -1.773 -3.652 0.085
Cl 1.780 -0.223 -3.761 -0.146
Cl -0.240 -1.762 -2.348 0.007
Cl 0.176 -2.175 -5.202 -0.162
H 1.673 -2.534 -3.443 0.230
C -6.662 -2.211 1.161 0.425
Cl -6.166 -3.787 0.539 -0.138
Cl -8.020 -1.575 0.225 -0.145
Cl -7.087 -2.323 2.871 -0.142
H -5.821 -1.531 1.055 0.037
C 5.915 -2.270 -1.116 -0.011
Cl 7.145 -2.853 -2.247 -0.146
Cl 6.588 -1.048 -0.036 -0.122
Cl 4.507 -1.652 -1.964 -0.034
H 5.602 -3.110 -0.510 0.288